Record 1
{"formula": "C38H89IN5O2P2", "method": "ωB97M-V/def2-TZVPD", "symbols": ["C", "C", "C", "C", "P", "C", "C", "C", "C", "C", "O", "P", "I", "C", "C", "C", "C", "C", "N", "O", "H", "H", "H", "H", "H", "H", "H", "H", "H", "H", "H", "H", "H", "H", "H", "H", "H", "H", "H", "H", "H", "H", "H", "H", "H", "H", "H", "H", "H", "C", "C", "N", "C", "C", "C", "C", "H", "H", "H", "H", "H", "H", "H", "H", "H", "H", "H", "H", "H", "H", "H", "C", "C", "N", "C", "C", "C", "C", "H", "H", "H", "H", "H", "H", "H", "H", "H", "H", "H", "H", "H", "H", "H", "C", "C", "N", "C", "C", "C", "C", "H", "H", "H", "H", "H", "H", "H", "H", "H", "H", "H", "H", "H", "H", "H", "C", "C", "N", "C", "C", "C", "C", "H", "H", "H", "H", "H", "H", "H", "H", "H", "H", "H", "H", "H", "H", "H"], "positions_angstrom": [[1.7236, -0.0261, 1.4236], [2.5006, 0.2759, 0.2640], [3.4120, 1.0009, -0.9366], [3.0449, 0.2977, -2.4045], [4.5666, 0.8740, -3.4530], [4.1210, 1.0793, -5.2987], [3.2800, 2.4432, -5.6619], [5.8698, -0.5132, -3.1670], [5.7439, -1.7712, -4.2320], [1.5739, 0.9525, -2.7132], [0.7971, -0.1003, -3.3857], [1.4411, -1.7187, -3.2730], [0.2664, -2.3704, -1.1685], [0.0168, -2.6018, -4.1961], [-1.1686, -1.6091, -4.7456], [-2.2455, -1.1399, -3.5625], [-3.6535, -0.6078, -4.2876], [-4.0026, 0.9307, -3.7550], [-4.6033, 0.9443, -2.3521], [2.8930, -1.1952, -2.3935], [1.4791, -0.2674, 2.5668], [4.5322, 0.7436, -0.7166], [3.2044, 2.1615, -1.0091], [3.5971, 0.1226, -5.7241], [5.1582, 1.1710, -5.8829], [2.8067, 2.9906, -4.7364], [2.4555, 2.1226, -6.4533], [4.0590, 3.2161, -6.1278], [6.9880, -0.1095, -3.1814], [5.6777, -0.9876, -2.0901], [5.0092, -1.5719, -5.1209], [5.3543, -2.7635, -3.6972], [6.7896, -2.0528, -4.6906], [0.8802, 1.2362, -1.8045], [1.4736, 1.8904, -3.4060], [2.3520, -1.6360, -4.4204], [2.0673, -3.0383, -3.1245], [0.4760, -3.1359, -5.1521], [-0.4149, -3.4490, -3.5071], [-0.7747, -0.6947, -5.3887], [-1.8207, -2.2603, -5.5039], [-1.8383, -0.1997, -2.9611], [-2.4711, -1.9853, -2.7822], [-3.5962, -0.6619, -5.4640], [-4.5262, -1.3091, -3.8794], [-3.0492, 1.6306, -3.7212], [-4.8254, 1.4286, -4.4607], [-4.8844, 1.9431, -2.1696], [-3.9105, 0.6120, -1.6460], [-1.7281, -3.3875, 6.9500], [-1.1400, -3.8464, 5.6186], [-2.0628, -3.7351, 4.4836], [-1.5791, -4.4174, 3.2789], [-0.3100, -3.8821, 2.6238], [-2.6548, -2.4165, 4.2557], [-1.7042, -1.2495, 4.0089], [-2.6466, -3.9354, 7.1876], [-1.0097, -3.5710, 7.7551], [-1.9496, -2.3155, 6.9522], [-0.8628, -4.9011, 5.7443], [-0.2104, -3.2982, 5.4370], [-2.3800, -4.4418, 2.5291], [-1.4073, -5.4742, 3.5335], [-0.5031, -2.9617, 2.0687], [0.0695, -4.6130, 1.9031], [0.4886, -3.6950, 3.3474], [-3.2839, -2.1659, 5.1188], [-3.3658, -2.4733, 3.4199], [-0.8449, -1.2548, 4.6860], [-2.2341, -0.3035, 4.1663], [-1.3379, -1.2397, 2.9817], [0.9854, -7.7392, 2.8403], [0.9729, -7.7754, 4.3659], [-0.1067, -8.5867, 4.9391], [-0.2624, -8.3993, 6.3852], [0.8878, -8.8414, 7.2840], [-0.1903, -9.9733, 4.4795], [1.0283, -10.8640, 4.6991], [0.0283, -7.3823, 2.4444], [1.7679, -7.0575, 2.4925], [1.1978, -8.7225, 2.4089], [0.8508, -6.7383, 4.7040], [1.9551, -8.1056, 4.7181], [-1.1822, -8.8964, 6.7188], [-0.4439, -7.3298, 6.5711], [0.9176, -9.9277, 7.3916], [0.7516, -8.4272, 8.2879], [1.8603, -8.4975, 6.9203], [-0.4194, -9.9689, 3.4066], [-1.0659, -10.4578, 4.9332], [1.9688, -10.3585, 4.4607], [0.9616, -11.7453, 4.0514], [1.0797, -11.2291, 5.7254], [-1.5271, 1.8615, 0.2860], [-1.2915, 3.2857, 0.7810], [-2.1853, 4.2849, 0.1850], [-1.7768, 5.6647, 0.4678], [-1.8133, 6.1300, 1.9198], [-3.6202, 4.0246, 0.3038], [-4.1969, 3.8791, 1.7083], [-1.4444, 1.8021, -0.8047], [-0.7770, 1.1909, 0.7168], [-2.5096, 1.4816, 0.5837], [-0.2559, 3.5413, 0.5219], [-1.3514, 3.2929, 1.8738], [-2.3790, 6.3530, -0.1387], [-0.7492, 5.7970, 0.0968], [-2.8349, 6.3261, 2.2523], [-1.2617, 7.0699, 2.0198], [-1.3538, 5.4098, 2.6026], [-3.8535, 3.1104, -0.2560], [-4.1800, 4.8075, -0.2264], [-3.5655, 3.2708, 2.3627], [-5.1752, 3.3885, 1.6556], [-4.3548, 4.8493, 2.1806], [0.9946, 9.6478, -5.0709], [0.9821, 9.6116, -3.5452], [-0.0975, 8.8003, -2.9720], [-0.2532, 8.9877, -1.5259], [0.8970, 8.5456, -0.6271], [-0.1811, 7.4137, -3.4316], [1.0375, 6.5230, -3.2121], [0.0375, 10.0047, -5.4668], [1.7771, 10.3295, -5.4187], [1.2070, 8.6645, -5.5022], [0.8600, 10.6487, -3.2071], [1.9643, 9.2813, -3.1930], [-1.1730, 8.4906, -1.1923], [-0.4347, 10.0572, -1.3400], [0.9268, 7.4592, -0.5195], [0.7608, 8.9597, 0.3767], [1.8694, 8.8894, -0.9908], [-0.4102, 7.4181, -4.5045], [-1.0568, 6.9291, -2.9780], [1.9780, 7.0285, -3.4504], [0.9708, 5.6417, -3.8598], [1.0889, 6.1579, -2.1857]], "lumo_ev": 2.30, "e_tot_ha": -2905.512109, "total_charge": -1, "orbital_gap_ev": 6.813, "multiplicity": 1}

---

Record 2
{"formula": "C38H90Br2N3O16", "method": "ωB97M-V/def2-TZVPD", "symbols": ["C", "C", "C", "C", "C", "O", "O", "C", "C", "Br", "C", "C", "Br", "C", "N", "C", "N", "C", "C", "C", "O", "N", "O", "H", "H", "H", "H", "H", "H", "H", "H", "H", "H", "H", "H", "H", "H", "H", "H", "H", "H", "C", "C", "O", "H", "H", "H", "H", "H", "H", "C", "C", "O", "H", "H", "H", "H", "H", "H", "C", "C", "O", "H", "H", "H", "H", "H", "H", "C", "C", "O", "H", "H", "H", "H", "H", "H", "C", "C", "O", "H", "H", "H", "H", "H", "H", "C", "C", "O", "H", "H", "H", "H", "H", "H", "C", "C", "O", "H", "H", "H", "H", "H", "H", "C", "C", "O", "H", "H", "H", "H", "H", "H", "C", "C", "O", "H", "H", "H", "H", "H", "H", "C", "C", "O", "H", "H", "H", "H", "H", "H", "C", "C", "O", "H", "H", "H", "H", "H", "H", "C", "C", "O", "H", "H", "H", "H", "H", "H"], "positions_angstrom": [[1.9243, 0.3675, 1.8116], [0.8119, 0.4578, 0.8613], [-0.6919, 0.1540, 1.3079], [-1.7010, 1.3343, 1.3665], [-1.2146, 2.7832, 0.9396], [-0.7774, 3.5531, 1.8422], [-1.1642, 3.2884, -0.3815], [-3.1532, 1.0817, 1.8364], [-4.3410, 2.1338, 1.9701], [-3.8543, 3.8457, 2.8588], [-5.1812, 2.3403, 0.5811], [-6.0371, 3.7020, 0.6116], [-4.0801, 2.0906, -1.0448], [-3.5088, -0.4105, 2.1849], [-2.5607, -1.4884, 2.0813], [-3.1006, -2.8727, 2.4193], [-3.3006, -3.6084, 1.1406], [-4.7424, -3.8566, 0.8272], [-1.1738, -1.2767, 1.6832], [-0.1674, -2.5106, 1.6020], [0.2011, -3.0335, 2.9314], [0.3853, -1.9818, 3.7882], [-0.1306, -2.2612, 4.8284], [2.6172, -0.5332, 1.8943], [2.1193, 1.2960, 2.4614], [1.0964, 0.7486, -0.2133], [-1.3030, 2.4795, -0.9525], [-5.1119, 1.6443, 2.6822], [-5.9621, 1.4869, 0.5767], [-5.4207, 4.6404, 0.4237], [-6.5516, 3.7584, 1.6457], [-6.9088, 3.6212, -0.1445], [-4.5866, -0.6391, 2.5026], [-2.2739, -3.3698, 3.0420], [-4.0248, -2.8179, 3.0867], [-2.9200, -3.0819, 0.3385], [-5.0624, -3.2833, -0.1273], [-4.9465, -4.9689, 0.5891], [-5.4631, -3.5822, 1.6757], [-0.5931, -3.4154, 1.0290], [0.8091, -2.1909, 1.1041], [6.5892, 0.0747, 0.8262], [5.1985, 0.5626, 0.4768], [4.5396, 1.0502, 1.6430], [6.5402, -0.7200, 1.5760], [7.1017, -0.3061, -0.0589], [7.1860, 0.8835, 1.2574], [4.5987, -0.2534, 0.0663], [5.2415, 1.3663, -0.2644], [5.0707, 1.7773, 1.9954], [-6.1190, -3.8107, 6.7388], [-6.0674, -3.4192, 5.2763], [-5.0132, -4.1172, 4.6184], [-5.1692, -3.5843, 7.2302], [-6.9200, -3.2789, 7.2572], [-6.2848, -4.8865, 6.8450], [-5.8800, -2.3471, 5.1739], [-7.0108, -3.6542, 4.7748], [-5.1913, -5.0635, 4.7062], [-1.2641, 0.6894, -4.8414], [-1.4283, -0.0929, -3.5554], [-1.5773, 0.7962, -2.4503], [-0.3915, 1.3452, -4.7832], [-1.1435, 0.0172, -5.6936], [-2.1338, 1.3304, -5.0183], [-0.5493, -0.7147, -3.3716], [-2.3076, -0.7432, -3.6028], [-2.3616, 1.3383, -2.6120], [-0.6068, 2.2403, 5.6614], [-1.8334, 1.3509, 5.6205], [-3.0154, 2.1428, 5.6073], [-0.6266, 2.8797, 6.5476], [0.3084, 1.6430, 5.6775], [-0.5797, 2.9023, 4.7904], [-1.8686, 0.7067, 6.5017], [-1.8254, 0.7149, 4.7275], [-2.9810, 2.7040, 4.8195], [-7.0728, 7.2518, 4.0311], [-7.5470, 6.0702, 4.8536], [-7.1717, 4.8501, 4.2237], [-7.4994, 7.2148, 3.0252], [-7.3598, 8.1953, 4.5013], [-5.9847, 7.2324, 3.9173], [-8.6349, 6.0811, 4.9467], [-7.1145, 6.0946, 5.8585], [-6.2080, 4.8429, 4.1527], [0.5927, -3.1893, -5.9520], [0.3059, -2.4380, -7.2376], [0.3444, -1.0356, -7.0037], [-0.1387, -2.9271, -5.1828], [0.5610, -4.2695, -6.1154], [1.5777, -2.9218, -5.5589], [-0.6872, -2.6910, -7.6151], [1.0420, -2.6868, -8.0086], [1.2288, -0.8178, -6.6781], [2.6637, 4.3555, -6.0131], [2.1779, 3.2007, -5.1600], [2.5682, 1.9632, -5.7427], [2.2554, 4.2833, -7.0244], [2.3659, 5.3136, -5.5800], [3.7534, 4.3355, -6.1067], [1.0880, 3.2114, -5.0869], [2.5926, 3.2596, -4.1482], [3.5365, 1.9572, -5.7963], [-10.9896, -4.7337, 3.5191], [-9.5036, -4.5420, 3.2910], [-8.7607, -5.4503, 4.0967], [-11.2395, -4.5755, 4.5713], [-11.5712, -4.0377, 2.9100], [-11.2905, -5.7553, 3.2697], [-9.2032, -3.5271, 3.5617], [-9.2445, -4.7104, 2.2407], [-9.0249, -6.3455, 3.8458], [10.7200, 0.8187, -1.7987], [9.4882, -0.0634, -1.8386], [8.3106, 0.7361, -1.8512], [10.7050, 1.4588, -0.9132], [11.6313, 0.2157, -1.7831], [10.7506, 1.4802, -2.6691], [9.4500, -0.7071, -0.9567], [9.4913, -0.6988, -2.7301], [8.3470, 1.2960, -2.6380], [1.8986, -6.1022, -1.7450], [1.6123, -5.3450, -3.0266], [1.6530, -3.9421, -2.7892], [1.1680, -5.8419, -0.9743], [1.8647, -7.1812, -1.9128], [2.8849, -5.8385, -1.3518], [0.6185, -5.5947, -3.4042], [2.3473, -5.5925, -3.7989], [2.5374, -3.7269, -2.4643], [6.2077, -1.4415, -6.6643], [5.1025, -0.4320, -6.9024], [5.3697, 0.7681, -6.1845], [6.2983, -1.6667, -5.5984], [6.0116, -2.3699, -7.2057], [7.1730, -1.0423, -6.9891], [4.1442, -0.8257, -6.5569], [5.0143, -0.1931, -7.9666], [6.2141, 1.1157, -6.5013], [11.0774, 4.5836, 1.4087], [11.6013, 4.3300, 0.0091], [10.5191, 4.1202, -0.8908], [10.4764, 3.7375, 1.7524], [11.8995, 4.7407, 2.1110], [10.4279, 5.4639, 1.4251], [12.2316, 3.4382, -0.0072], [12.1945, 5.1785, -0.3457], [9.9711, 4.9160, -0.8781]], "e_above_lowest_kcal_mol": 145.23, "lumo_ev": -4.23, "e_tot_ha": -8017.215616, "total_charge": 1, "orbital_gap_ev": 5.956, "multiplicity": 1}

---

Record 3
{"formula": "C38H92BGaN11O24", "method": "ωB97M-V/def2-TZVPD", "symbols": ["C", "C", "C", "C", "C", "C", "C", "C", "C", "C", "C", "C", "C", "C", "Ga", "C", "C", "C", "C", "C", "C", "C", "C", "C", "C", "C", "C", "C", "B", "O", "O", "H", "H", "H", "H", "H", "H", "H", "H", "H", "H", "H", "H", "H", "H", "H", "H", "H", "H", "H", "H", "H", "H", "H", "H", "H", "H", "H", "H", "H", "H", "H", "H", "H", "H", "H", "H", "H", "H", "H", "H", "H", "H", "H", "H", "H", "H", "H", "H", "H", "H", "H", "H", "H", "H", "H", "H", "H", "H", "H", "C", "N", "O", "O", "H", "H", "H", "C", "N", "O", "O", "H", "H", "H", "C", "N", "O", "O", "H", "H", "H", "C", "N", "O", "O", "H", "H", "H", "C", "N", "O", "O", "H", "H", "H", "C", "N", "O", "O", "H", "H", "H", "C", "N", "O", "O", "H", "H", "H", "C", "N", "O", "O", "H", "H", "H", "C", "N", "O", "O", "H", "H", "H", "C", "N", "O", "O", "H", "H", "H", "C", "N", "O", "O", "H", "H", "H"], "positions_angstrom": [[-4.5029, 0.4657, 0.9315], [-4.9390, -0.3682, 2.1325], [-4.5340, 0.2324, 3.4920], [-3.4650, -0.5437, 4.2829], [-2.3801, -1.2483, 3.4306], [-2.4673, -2.7680, 3.5018], [-1.4296, -3.5235, 2.6272], [-0.4792, -4.3264, 3.5199], [0.5878, -5.2051, 2.8036], [1.1431, -4.6319, 1.4870], [0.4211, -5.0942, 0.2176], [1.1705, -4.7366, -1.0917], [0.7888, -3.3844, -1.7149], [1.0087, -3.3085, -3.2367], [0.6880, -1.4311, -3.9720], [1.9585, -0.9735, -5.5263], [2.6139, 0.3993, -5.5538], [1.6664, 1.5660, -5.3369], [2.3124, 2.6862, -4.5407], [2.4159, 2.3375, -3.0672], [2.9610, 3.4643, -2.2117], [3.2389, 3.0292, -0.7778], [1.9864, 2.9891, 0.0737], [2.1831, 2.2567, 1.4001], [0.8726, 1.7893, 2.0244], [1.0298, 0.8492, 3.2293], [1.0174, 1.5013, 4.6248], [1.6038, 2.9049, 4.7126], [-1.3547, -1.2281, -4.6474], [-1.8837, 0.0036, -5.0244], [-2.2888, -2.2959, -4.7902], [-4.7586, 1.5168, 1.0992], [-5.0045, 0.1532, 0.0139], [-3.4227, 0.4218, 0.7713], [-4.5614, -1.3891, 2.0338], [-6.0317, -0.4213, 2.0965], [-5.4305, 0.2754, 4.1198], [-4.2205, 1.2710, 3.3448], [-2.9522, 0.1752, 4.9321], [-3.9321, -1.2666, 4.9599], [-2.3878, -0.9087, 2.3919], [-1.3982, -0.9715, 3.8323], [-3.4885, -3.0872, 3.2648], [-2.3056, -3.0384, 4.5525], [-1.9434, -4.1842, 1.9242], [-0.8641, -2.7863, 2.0530], [0.0834, -3.5953, 4.1205], [-1.0858, -4.9455, 4.1859], [0.1923, -6.2146, 2.6534], [1.4163, -5.3082, 3.5134], [1.1525, -3.5349, 1.5422], [2.1950, -4.9220, 1.3901], [-0.5696, -4.6330, 0.1589], [0.2981, -6.1818, 0.2838], [0.9765, -5.5211, -1.8308], [2.2464, -4.7331, -0.8827], [-0.2622, -3.1685, -1.4804], [1.3949, -2.5999, -1.2446], [2.0138, -3.6782, -3.4755], [0.2745, -3.9808, -3.7036], [0.8325, -0.3585, -2.7523], [2.7550, -1.7289, -5.4831], [1.4386, -1.1524, -6.4771], [3.4538, 0.4567, -4.8501], [3.0610, 0.5482, -6.5505], [0.7723, 1.2373, -4.7951], [1.3402, 1.9869, -6.2956], [1.7419, 3.6167, -4.6555], [3.3353, 2.8361, -4.9179], [3.0770, 1.4714, -2.9457], [1.4289, 2.0302, -2.7016], [2.2432, 4.2962, -2.1981], [3.8894, 3.8297, -2.6667], [3.9897, 3.6859, -0.3236], [3.6722, 2.0213, -0.8068], [1.6867, 4.0200, 0.2831], [1.1886, 2.5005, -0.4966], [2.7148, 2.9163, 2.0972], [2.8001, 1.3673, 1.2209], [0.2636, 2.6562, 2.3020], [0.3242, 1.2453, 1.2491], [1.9744, 0.3052, 3.1167], [0.2225, 0.1070, 3.2014], [0.0010, 1.4879, 5.0315], [1.6310, 0.8701, 5.2774], [1.0893, 3.6213, 4.0698], [1.5169, 3.2788, 5.7374], [2.6693, 2.9045, 4.4667], [-2.7053, 0.2183, -4.5650], [-2.6188, -2.6150, -3.9438], [-2.7342, -3.7115, -7.3601], [-2.8597, -4.4279, -8.6609], [-1.8478, -4.7226, -9.2643], [-3.9875, -4.6785, -9.0475], [-1.6878, -3.5530, -7.1341], [-3.2618, -2.7688, -7.4582], [-3.2090, -4.3293, -6.6058], [4.7845, -0.1672, -9.8691], [5.3227, -0.8783, -8.6760], [6.4946, -1.2180, -8.6867], [4.5476, -1.0690, -7.7704], [5.5830, -0.0653, -10.5941], [3.9617, -0.7640, -10.2505], [4.4213, 0.7968, -9.5251], [-0.6188, -8.6509, 5.3034], [-1.2562, -8.4000, 3.9832], [-1.7283, -7.2913, 3.7709], [-1.2663, -9.3187, 3.1900], [-0.6816, -7.7401, 5.8840], [-1.1640, -9.4623, 5.7736], [0.4115, -8.9395, 5.1143], [-0.6965, 6.4908, 3.5483], [-0.3827, 5.4991, 2.4959], [0.7729, 5.3121, 2.2153], [-1.3281, 4.9317, 1.9787], [0.2378, 6.9052, 3.9095], [-1.3278, 7.2494, 3.0975], [-1.2387, 5.9671, 4.3346], [-4.8701, 9.7017, 3.0429], [-3.6624, 8.8373, 3.1079], [-3.7284, 7.7866, 3.7139], [-2.6702, 9.2366, 2.5293], [-5.6611, 9.2157, 3.6011], [-4.6057, 10.6627, 3.4734], [-5.1176, 9.8148, 1.9913], [-4.4275, -6.6690, 6.1432], [-3.8439, -7.5379, 7.1982], [-2.7357, -7.9844, 7.0025], [-4.5112, -7.7459, 8.1879], [-3.7118, -6.5868, 5.3327], [-5.3526, -7.1375, 5.8205], [-4.6230, -5.7029, 6.6004], [7.3667, 0.0114, -5.7621], [7.1453, 0.2726, -4.3120], [8.0085, -0.0898, -3.5336], [6.1195, 0.8372, -3.9993], [8.3200, -0.4908, -5.8644], [6.5484, -0.6120, -6.1125], [7.3609, 0.9750, -6.2631], [-0.9327, -2.1209, 6.9018], [-2.0161, -3.1165, 7.1226], [-3.1556, -2.7096, 7.2290], [-1.6913, -4.2856, 7.1699], [-1.3817, -1.1350, 6.8774], [-0.2264, -2.2263, 7.7195], [-0.4610, -2.3755, 5.9559], [-4.5642, 3.0522, 5.5730], [-4.5120, 3.0388, 7.0713], [-3.6023, 2.4342, 7.6084], [-5.3921, 3.6399, 7.6545], [-3.7229, 2.4830, 5.1959], [-5.5100, 2.6085, 5.2789], [-4.5114, 4.0909, 5.2590], [-5.2841, 10.4791, -2.2468], [-5.9208, 10.7766, -0.9331], [-5.2227, 10.7092, 0.0617], [-7.0969, 11.0665, -0.9385], [-4.2428, 10.2397, -2.0702], [-5.8229, 9.6426, -2.6810], [-5.3976, 11.3645, -2.8648], [11.0454, -0.2440, -8.5260], [10.1973, 0.5573, -7.6011], [9.4571, 1.3904, -8.0831], [10.2996, 0.3137, -6.4165], [10.8407, 0.0821, -9.5384], [12.0794, -0.0701, -8.2444], [10.7820, -1.2868, -8.3777]], "lumo_ev": 0.70, "e_tot_ha": -5859.812783, "total_charge": -1, "orbital_gap_ev": 4.867, "multiplicity": 1}